9
Properties=species:S:1:pos:R:3:forces:R:3:lowdin_charge:R:1 method="wB97M-V/def2-TZVPD" gap_ev=10.62 e_above_lowest_ev=4.390 homo_ev=-10.2
O 1.836 1.156 -0.753 -0.5497 -0.3658 0.4362 0.10
C 1.043 0.527 -0.091 0.3195 0.1679 -0.2734 -0.61
C -0.425 0.335 -0.568 -0.5909 1.1999 -0.0607 0.05
N -1.500 -0.302 0.697 0.0637 1.1628 -0.8807 0.18
C -0.446 -0.854 0.820 0.9035 -1.0892 1.1264 -0.13
O 1.177 -0.099 1.039 -1.0542 0.0189 -0.6288 0.03
H -0.968 1.281 -0.549 0.3070 -0.0883 -0.2301 0.13
H -0.591 -0.184 -1.511 0.0710 -0.1581 0.3366 0.12
H -0.126 -1.860 0.918 0.5302 -0.8481 0.1745 0.14



9
Properties=species:S:1:pos:R:3:forces:R:3:lowdin_charge:R:1 method="wB97M-V/def2-TZVPD" gap_ev="8.48 / 8.34" e_above_lowest_ev=9.107 homo_ev="-9.4 / -9.1"
C 1.220 0.926 0.235 0.4785 0.5977 0.3217 0.01
C 0.089 0.422 0.000 -3.4660 -0.3546 -0.1175 -0.04
C 1.077 -0.582 -0.160 2.6424 -1.3163 -3.5993 -0.15
N -2.134 0.026 0.040 3.8978 -1.2844 0.2963 -0.29
O -2.825 0.942 -0.129 -1.5414 0.7350 -0.1331 0.12
O -2.243 -1.152 0.225 -0.6085 1.0738 -0.2069 0.09
H 1.936 1.669 0.489 0.2104 0.2270 0.1366 0.09
H 1.570 -0.897 -1.223 -1.5485 0.8619 2.1863 0.13
H 1.311 -1.354 0.524 -0.0646 -0.5400 1.1158 0.06



9
Properties=species:S:1:pos:R:3:forces:R:3:lowdin_charge:R:1 method="wB97M-V/def2-TZVPD" gap_ev=10.14 e_above_lowest_ev=2.179 smiles="C=C=O.N=C=O" homo_ev=-9.5
C 0.556 0.108 -0.997 2.6630 -0.7813 1.3186 -0.01
C 1.720 0.560 -0.560 -0.2713 1.1504 1.3507 -0.26
O 2.576 1.145 -0.043 0.2619 -0.6076 -0.5106 0.18
H 0.260 0.798 -1.703 -1.6522 0.5991 -1.8625 0.05
H 0.432 -0.927 -0.754 -0.8323 -0.3021 -0.6752 0.07
N -2.066 -0.591 0.756 1.7810 -3.0929 2.6824 0.22
C -0.980 -0.516 1.260 -0.6223 0.1929 0.2802 -0.44
O 0.004 -0.561 1.861 0.8559 -0.1521 0.4285 0.17
H -2.503 -0.016 0.180 -2.1836 2.9934 -3.0120 0.02



9
Properties=species:S:1:pos:R:3:forces:R:3:lowdin_charge:R:1 method="wB97M-V/def2-TZVPD" gap_ev=8.28 e_above_lowest_ev=1.578 homo_ev=-7.9
O 1.856 -1.526 -0.747 -0.3714 0.2832 0.1516 0.07
C 0.994 -0.763 -0.408 0.2784 -0.1038 -0.1288 -0.43
C 0.697 0.594 -0.425 0.1053 -0.0290 -0.0344 -0.04
N -0.544 0.791 0.176 -0.0676 -0.1582 0.0564 0.07
C -1.045 -0.355 0.567 0.0201 0.1293 -0.0261 -0.18
O -0.254 -1.340 0.287 -0.0451 0.0782 0.0141 0.09
H 1.289 1.405 -0.808 -0.0788 -0.0979 0.0389 0.11
H -0.997 1.683 0.296 0.0319 -0.1128 -0.0013 0.17
H -1.996 -0.490 1.063 0.1272 0.0111 -0.0702 0.15



Copy entry 4 word for word.
9
Properties=species:S:1:pos:R:3:forces:R:3:lowdin_charge:R:1 method="wB97M-V/def2-TZVPD" gap_ev=8.28 e_above_lowest_ev=1.578 homo_ev=-7.9
O 1.856 -1.526 -0.747 -0.3714 0.2832 0.1516 0.07
C 0.994 -0.763 -0.408 0.2784 -0.1038 -0.1288 -0.43
C 0.697 0.594 -0.425 0.1053 -0.0290 -0.0344 -0.04
N -0.544 0.791 0.176 -0.0676 -0.1582 0.0564 0.07
C -1.045 -0.355 0.567 0.0201 0.1293 -0.0261 -0.18
O -0.254 -1.340 0.287 -0.0451 0.0782 0.0141 0.09
H 1.289 1.405 -0.808 -0.0788 -0.0979 0.0389 0.11
H -0.997 1.683 0.296 0.0319 -0.1128 -0.0013 0.17
H -1.996 -0.490 1.063 0.1272 0.0111 -0.0702 0.15